a:
Molecular formula: H18O9Sr
Method: DFT, ωB97M-V with the def2-TZVPD basis set

Positions of all 28 atoms, in Å:
Sr: -0.046 -0.068 -0.189
O: -0.869 1.905 -1.964
H: -0.279 2.668 -1.929
H: -0.647 1.659 -2.890
O: 1.049 -1.169 -2.258
H: 0.538 -1.484 -2.975
H: 1.974 -1.224 -2.540
O: 2.000 -1.168 0.845
H: 2.187 -2.115 0.725
H: 2.838 -0.732 1.061
O: -1.674 1.707 0.959
H: -2.539 2.005 0.753
H: -1.717 1.573 1.901
O: -0.728 -0.696 2.291
H: -0.090 -1.147 2.803
H: -1.595 -1.023 2.510
O: -0.581 -2.637 -0.177
H: -1.341 -3.110 0.178
H: -0.490 -2.855 -1.116
O: 2.217 1.210 -1.159
H: 2.271 1.714 -2.024
H: 2.484 1.869 -0.592
O: 1.125 1.854 1.562
H: 1.254 1.446 2.452
H: 1.753 2.577 1.498
O: -2.729 -0.751 0.012
H: -3.095 -1.490 -0.498
H: -3.272 -0.518 0.764

LUMO energy = -0.2301 Eh
HOMO = -18.43 eV
charge = +2


b:
Molecular formula: H18O9Sr
Method: DFT, ωB97M-V with the def2-TZVPD basis set

Positions of all 28 atoms, in Å:
Sr: -0.065 0.095 -0.055
O: -1.626 1.747 1.300
H: -1.868 2.679 1.389
H: -2.338 1.268 1.747
O: 0.982 -2.185 0.811
H: 0.717 -2.602 1.640
H: 1.638 -2.790 0.434
O: 2.057 -0.287 -1.447
H: 2.825 -0.754 -1.085
H: 2.429 0.293 -2.128
O: 0.917 2.590 -0.994
H: 1.123 3.337 -0.415
H: 0.870 2.975 -1.880
O: 1.910 1.005 1.415
H: 2.741 1.481 1.273
H: 1.771 1.029 2.373
O: -0.328 -1.460 -2.427
H: -0.668 -2.307 -2.748
H: 0.442 -1.287 -2.984
O: -1.778 1.045 -1.668
H: -2.677 0.703 -1.549
H: -1.797 1.490 -2.525
O: -0.418 -0.505 2.681
H: 0.300 -0.936 3.166
H: -1.098 -0.347 3.352
O: -1.897 -1.724 0.151
H: -1.887 -2.428 0.813
H: -2.279 -2.126 -0.641

LUMO energy = -0.2206 Eh
HOMO = -18.15 eV
charge = +2


Relative energies, in hartree, with the most stable structure set to zero: a 0.0252; b 0.0000.